H2NO2S | ωB97M-V/def2-TZVPD

```
6
H2NO2S, DFT ωB97M-V/def2-TZVPD
N -1.465 -0.389 0.197
O -0.832 0.633 0.693
O 1.350 0.521 -1.077
S 1.140 0.432 0.382
H -1.313 -0.301 -0.858
H 1.120 -0.896 0.663
```

Computed properties:
Kohn-Sham gap (alpha / beta) = 5.759 / 6.132 eV
multiplicity = 1
E_HOMO (alpha / beta) = -1.5 / -2.1 eV
charge = -1
relative energy (zero: lowest compared OMol25 entry of this formula, charge and spin) = 417.4 kJ/mol
lowest unoccupied orbital energy (alpha / beta) = 4.242 / 4.012 eV

---

C14H16BrN5O3S2 | ωB97M-V/def2-TZVPD

```
41
C14H16BrN5O3S2, DFT ωB97M-V/def2-TZVPD
O 0.428 -0.889 1.764
C -0.009 -1.078 0.594
N -0.734 -0.035 -0.046
C -1.014 1.140 0.578
H -0.508 0.979 1.402
H -0.681 1.854 0.014
C -2.646 1.326 1.005
N -3.349 0.989 -0.411
C -4.564 0.372 -0.189
N -5.007 0.370 1.123
C -6.279 0.041 1.320
C -6.999 -0.708 0.172
C -6.226 -1.006 -1.066
N -5.049 -0.177 -1.110
H -6.691 -1.325 -1.947
H -7.926 -1.298 0.548
H -6.594 -0.256 2.354
C -2.628 0.733 -1.430
H -3.186 0.596 -2.355
H -2.151 1.782 -1.669
C -1.584 -0.316 -1.398
H -2.156 -1.188 -1.171
H -0.803 -0.166 -2.060
H -2.982 0.997 1.909
H -2.714 2.701 0.725
C 0.088 -2.384 -0.133
N 1.109 -3.339 0.444
S 2.624 -2.643 -0.242
O 2.362 -2.901 -1.521
O 3.589 -3.654 0.524
C 2.900 -0.990 0.140
C 3.342 -0.579 1.210
C 3.322 0.895 1.366
C 2.706 1.199 0.177
S 2.287 0.006 -0.921
Br 2.400 3.312 -0.173
H 3.639 1.486 1.986
H 3.765 -1.126 2.407
H 1.106 -3.048 1.473
H -1.032 -2.864 0.067
H 0.318 -2.355 -1.022
```

Computed properties:
Kohn-Sham gap = 8.049 eV
multiplicity = 1
E_HOMO = -8.5 eV
charge = 0
lowest unoccupied orbital energy = -0.439 eV

---

C18H22F5N4OSi | ωB97M-V/def2-TZVPD

```
51
C18H22F5N4OSi, DFT ωB97M-V/def2-TZVPD
C 6.719 0.437 0.507
Si 6.426 1.120 -1.311
C 7.909 2.372 -1.605
C 6.597 -0.303 -2.614
N 4.924 2.094 -1.472
N 4.903 3.188 -2.341
N 3.691 3.863 -2.359
C 2.893 3.035 -1.352
N 3.736 1.869 -0.802
C 3.277 0.821 0.180
O 1.884 0.483 -0.148
C 1.775 -0.542 -1.193
F 3.021 -0.834 -1.934
F 0.810 0.015 -2.214
F 1.272 -1.843 -0.660
H 6.363 1.329 1.212
H 7.868 0.267 0.654
H 6.083 -0.536 0.725
H 7.453 3.462 -1.713
H 8.597 2.390 -0.658
H 8.483 2.136 -2.613
H 6.155 -0.012 -3.679
H 7.759 -0.514 -2.776
H 6.146 -1.342 -2.243
H 1.774 3.237 -1.025
H 3.239 1.359 1.246
H 3.986 -0.097 0.317
F -4.552 1.902 0.529
C -3.628 0.945 0.688
C -3.957 -0.214 1.383
C -2.997 -1.213 1.544
C -1.715 -1.037 1.018
C -1.393 0.132 0.327
C -2.357 1.126 0.156
H -4.955 -0.330 1.792
H -3.246 -2.126 2.079
H -0.965 -1.815 1.148
H -0.394 0.269 -0.079
H -2.127 2.037 -0.387
F -5.973 -2.262 2.702
C -7.204 -2.262 2.175
C -7.403 -2.780 0.900
C -8.686 -2.784 0.353
C -9.755 -2.259 1.083
C -9.545 -1.737 2.360
C -8.263 -1.743 2.911
H -6.559 -3.176 0.344
H -8.854 -3.194 -0.640
H -10.755 -2.259 0.654
H -10.377 -1.325 2.925
H -8.083 -1.349 3.906
```

Computed properties:
Kohn-Sham gap = 5.021 eV
multiplicity = 1
E_HOMO = -10.5 eV
charge = +1
lowest unoccupied orbital energy = -5.527 eV

---

C45H74N2O18P | ωB97M-V/def2-TZVPD

```
140
C45H74N2O18P, DFT ωB97M-V/def2-TZVPD
C -11.084 2.911 -26.319
C -9.703 3.236 -27.063
N -9.810 2.736 -28.465
C -8.745 2.371 -29.236
C -9.222 2.100 -30.499
N -10.538 2.522 -30.593
C -10.832 2.926 -29.354
C -11.410 2.512 -31.714
H -11.301 1.846 -26.231
H -11.987 3.430 -26.640
H -10.975 3.087 -25.249
H -8.909 2.643 -26.610
H -9.400 4.270 -26.899
H -7.765 2.223 -28.807
H -8.636 1.743 -31.333
H -11.734 3.375 -28.965
H -10.995 1.960 -32.557
H -11.412 3.567 -31.988
H -12.379 2.070 -31.481
C -10.564 -0.379 -24.242
C -11.920 -0.476 -24.393
C -12.773 -0.454 -23.348
C -12.250 -0.304 -22.045
C -10.869 -0.329 -21.814
C -10.029 -0.291 -22.933
O -8.634 -0.280 -22.740
O -14.134 -0.547 -23.535
H -9.908 -0.314 -25.098
H -12.310 -0.644 -25.386
H -12.912 -0.216 -21.196
H -10.546 -0.135 -20.802
H -8.142 -0.290 -23.564
H -14.257 -1.332 -24.073
C -9.867 -0.875 -29.009
C -9.219 -1.544 -30.021
C -9.854 -1.788 -31.230
C -11.164 -1.442 -31.390
C -11.898 -0.999 -30.268
C -11.249 -0.624 -29.130
O -11.830 -0.018 -28.078
O -9.212 -2.355 -32.296
H -9.373 -0.522 -28.116
H -8.156 -1.736 -30.016
H -11.649 -1.761 -32.301
H -12.964 -0.875 -30.394
H -12.710 0.306 -28.281
H -9.653 -2.287 -33.145
C -7.288 2.615 -36.617
C -8.386 2.069 -35.995
C -8.190 1.670 -34.650
C -7.006 1.784 -33.928
C -5.965 2.439 -34.567
C -6.114 2.867 -35.857
O -5.179 3.738 -36.306
O -9.382 1.166 -34.088
H -7.312 3.036 -37.612
H -9.308 1.961 -36.548
H -7.089 1.523 -32.883
H -5.065 2.653 -34.011
H -5.419 4.094 -37.164
H -9.970 0.796 -34.750
C -13.728 1.729 -34.393
C -14.173 2.583 -33.394
C -15.158 2.147 -32.464
C -15.720 0.844 -32.637
C -15.155 0.044 -33.562
C -14.224 0.430 -34.450
O -13.730 -0.307 -35.525
O -15.624 3.006 -31.520
H -13.001 2.147 -35.074
H -13.690 3.534 -33.225
H -16.518 0.386 -32.072
H -15.628 -0.927 -33.583
H -12.813 -0.066 -35.676
H -16.413 2.544 -31.227
C -5.107 0.012 -22.632
O -6.184 0.922 -22.932
P -5.797 2.399 -23.446
O -4.410 2.852 -23.310
O -6.508 2.515 -24.916
C -6.545 3.731 -25.619
O -6.879 3.291 -22.572
C -8.317 3.029 -22.555
H -4.201 0.307 -23.163
H -5.371 -0.962 -23.045
H -5.073 -0.101 -21.549
H -5.773 4.436 -25.312
H -7.537 4.172 -25.525
H -6.324 3.571 -26.674
H -8.769 3.974 -22.856
H -8.696 2.690 -21.591
H -8.492 2.353 -23.393
C -8.792 6.867 -37.832
O -9.750 6.323 -36.946
C -10.926 7.108 -37.056
C -12.203 6.442 -36.471
O -12.232 6.215 -35.056
C -11.069 5.597 -34.390
H -8.574 7.924 -37.680
H -9.174 6.711 -38.841
H -7.892 6.266 -37.703
H -11.148 7.257 -38.112
H -10.869 8.022 -36.466
H -12.380 5.570 -37.101
H -13.017 7.146 -36.641
H -11.000 4.515 -34.500
H -11.124 5.667 -33.304
H -10.183 6.205 -34.568
C -6.759 5.317 -28.919
O -6.084 4.017 -29.072
C -5.264 3.894 -30.229
C -4.592 2.533 -30.187
O -5.736 1.598 -30.192
C -5.299 0.321 -30.448
H -6.077 6.167 -28.905
H -7.315 5.386 -27.984
H -7.359 5.536 -29.802
H -4.566 4.717 -30.386
H -5.874 3.981 -31.128
H -3.884 2.371 -29.375
H -3.946 2.525 -31.065
H -6.159 -0.286 -30.733
H -4.699 -0.107 -29.644
H -4.746 0.274 -31.385
C -10.079 6.717 -30.429
O -11.051 5.580 -30.238
C -12.308 6.021 -29.681
C -12.275 6.743 -28.277
O -11.803 5.887 -27.262
C -11.658 6.398 -25.973
H -9.418 6.897 -29.581
H -10.637 7.598 -30.744
H -9.395 6.370 -31.204
H -12.783 5.044 -29.589
H -12.890 6.589 -30.406
H -13.300 6.960 -27.975
H -11.771 7.707 -28.212
H -12.598 6.696 -25.508
H -10.946 7.214 -25.852
H -11.236 5.650 -25.302
```

Computed properties:
Kohn-Sham gap (alpha / beta) = 2.833 / 7.384 eV
multiplicity = 2
E_HOMO (alpha / beta) = -2.8 / -7.3 eV
charge = 0
lowest unoccupied orbital energy (alpha / beta) = 0.062 / 0.061 eV

---

C18H39N4OPReSi | ωB97M-V/def2-TZVPD

```
65
C18H39N4OPReSi, DFT ωB97M-V/def2-TZVPD
Re 0.392 -0.323 -0.512
Si 1.133 -0.161 -2.759
P -1.267 -1.751 -1.262
N 1.375 -1.587 0.200
H -2.995 0.601 -1.070
C -2.625 -2.267 -0.124
H -3.305 -2.966 -0.640
H -3.232 -1.422 0.231
H -2.202 -2.783 0.749
C -2.261 -1.488 -2.797
H -2.948 -2.339 -2.913
H -1.602 -1.443 -3.672
H -2.873 -0.577 -2.764
C -0.585 -3.412 -1.641
H -1.394 -4.030 -2.052
H -0.209 -3.853 -0.710
H 0.221 -3.301 -2.371
C 0.263 0.876 -4.090
H -0.098 1.817 -3.643
H -0.571 0.321 -4.546
H 1.031 1.087 -4.854
H 2.497 0.443 -2.673
H 1.268 -1.491 -3.427
C 2.217 -2.513 0.639
C 3.068 -3.784 2.472
C 2.128 -2.887 2.014
C 3.189 -3.026 -0.284
C 4.106 -3.921 0.221
C 4.030 -4.262 1.576
H 3.010 -4.064 3.518
H 1.302 -2.429 2.584
H 3.114 -2.661 -1.323
H 4.849 -4.302 -0.473
H 4.762 -4.952 1.954
C -2.292 1.495 -1.105
O -0.928 1.333 -1.139
C -2.812 2.215 0.197
H -3.813 2.559 -0.081
H -2.156 3.009 0.591
H -2.893 1.409 0.935
C -2.961 1.992 -2.432
H -3.978 1.598 -2.277
H -2.491 1.449 -3.267
H -2.952 3.080 -2.567
C -1.160 1.265 3.725
N -0.234 2.148 3.023
C -0.171 3.505 3.528
C 0.337 1.721 1.847
N -0.074 0.573 1.323
N 1.321 2.428 1.230
C 2.124 3.511 1.759
C 1.829 1.932 -0.048
H -1.417 1.738 4.674
H -0.690 0.292 3.929
H -2.087 1.116 3.155
H 0.797 3.730 4.012
H -0.398 4.252 2.745
H -0.941 3.607 4.306
H -0.810 0.146 1.899
H 2.866 3.140 2.482
H 2.657 3.935 0.898
H 1.507 4.294 2.195
H 1.979 0.816 0.015
H 1.200 2.291 -0.879
H 2.854 2.274 -0.229
```

Computed properties:
Kohn-Sham gap (alpha / beta) = 5.310 / 6.671 eV
multiplicity = 4
E_HOMO (alpha / beta) = -4.9 / -7.1 eV
charge = 0
lowest unoccupied orbital energy (alpha / beta) = 0.366 / -0.457 eV

---

C4H8MgO3Sc | ωB97M-V/def2-TZVPD

```
17
C4H8MgO3Sc, DFT ωB97M-V/def2-TZVPD
O -1.714 -0.487 -0.411
Mg -1.500 1.406 -0.597
Sc -0.566 -0.564 1.161
O 0.213 1.038 0.126
O 1.625 -0.979 1.275
C 1.536 -2.391 0.941
C 2.272 -0.131 0.333
C 0.134 -2.669 0.511
C 1.590 1.222 0.238
H 1.891 -2.982 1.805
H 2.267 -2.590 0.136
H 2.145 -0.614 -0.652
H 3.343 -0.044 0.570
H -1.541 -1.471 -0.969
H 1.768 1.887 1.100
H 2.021 1.756 -0.626
H -0.104 -3.735 0.410
```

Computed properties:
Kohn-Sham gap (alpha / beta) = 5.072 / 6.757 eV
multiplicity = 2
E_HOMO (alpha / beta) = -15.3 / -16.9 eV
charge = +2
relative energy (zero: lowest compared OMol25 entry of this formula, charge and spin) = 127.9 kJ/mol
lowest unoccupied orbital energy (alpha / beta) = -10.181 / -10.179 eV

---

C10H16 | ωB97M-V/def2-TZVPD

```
26
C10H16, DFT ωB97M-V/def2-TZVPD
C -1.896 -1.097 2.022
C -0.467 -1.614 1.688
C 0.113 -2.739 2.282
C 1.259 -3.374 1.751
C 1.934 -2.861 0.679
C 1.364 -1.722 0.107
C 0.226 -1.046 0.597
H -2.451 -1.318 1.111
H -2.044 0.005 2.151
H -2.518 -1.635 2.798
H -0.395 -3.348 2.984
H 1.435 -4.335 2.324
H 2.912 -3.333 0.511
H 1.805 -1.343 -0.948
H -0.301 -0.322 -0.149
C -0.268 1.749 -2.620
C -0.615 2.565 -1.463
C 0.367 3.853 -1.218
H 0.417 0.901 -2.480
H 0.396 2.309 -3.377
H -1.120 1.426 -3.219
H -1.559 3.089 -1.580
H -0.499 1.998 -0.430
H -0.248 4.613 -1.005
H 1.131 3.719 -0.408
H 1.021 3.858 -2.108
```

Computed properties:
SMILES = Cc1ccccc1.CCC
Kohn-Sham gap = 10.134 eV
multiplicity = 1
E_HOMO = -9.1 eV
charge = 0
relative energy (zero: lowest compared OMol25 entry of this formula, charge and spin) = 232.1 kJ/mol
lowest unoccupied orbital energy = 1.012 eV

---

C3H2Cl2N2O2S | ωB97M-V/def2-TZVPD

```
12
C3H2Cl2N2O2S, DFT ωB97M-V/def2-TZVPD
O -3.126 1.085 0.116
N -2.255 0.430 -0.317
O -1.879 0.214 -1.429
C -1.361 -0.267 0.839
Cl -1.433 -1.982 0.644
C 0.011 0.367 0.710
Cl 0.268 1.658 1.704
N 0.701 0.015 -0.255
C 1.841 -0.330 -0.729
S 3.143 -0.904 -0.008
H -1.786 0.242 1.765
H 1.805 -0.221 -1.758
```

Computed properties:
SMILES = O=[N+]([O-])[C@@H](Cl)/C(Cl)=N/C=S
Kohn-Sham gap = 7.644 eV
multiplicity = 1
E_HOMO = -8.8 eV
charge = 0
relative energy (zero: lowest compared OMol25 entry of this formula, charge and spin) = 51.6 kJ/mol
lowest unoccupied orbital energy = -1.203 eV

---

C3H2IO3 | ωB97M-V/def2-TZVPD

```
9
C3H2IO3, DFT ωB97M-V/def2-TZVPD
C -0.954 0.492 -0.118
C 0.868 -0.023 1.465
C 0.330 -0.963 -1.150
O 1.653 -0.274 2.204
O 1.070 -1.224 -0.270
O -0.194 0.399 1.037
I -0.583 2.338 -1.227
H -2.106 0.345 0.119
H -0.084 -1.088 -2.059
```

Computed properties:
Kohn-Sham gap = 8.446 eV
multiplicity = 1
E_HOMO = -13.7 eV
charge = +1
relative energy (zero: lowest compared OMol25 entry of this formula, charge and spin) = 410.5 kJ/mol
lowest unoccupied orbital energy = -5.301 eV

---

C36H36N8O2SY | ωB97M-V/def2-TZVPD

```
84
C36H36N8O2SY, DFT ωB97M-V/def2-TZVPD
Y -0.303 -0.400 0.061
C 1.298 1.330 4.582
C 1.297 1.112 3.087
O 0.492 0.357 2.590
C 2.364 1.822 2.294
C 2.086 1.810 0.823
C 3.199 1.443 -0.119
N 0.956 2.118 0.330
N 0.026 2.832 1.033
C -1.182 2.396 1.222
O -1.599 1.182 1.139
C -2.185 3.476 1.509
C -3.532 3.127 1.571
C -4.510 4.103 1.722
C -4.149 5.439 1.826
C -2.803 5.789 1.790
C -1.828 4.817 1.627
H 1.508 0.378 5.075
H 0.302 1.652 4.890
H 2.041 2.065 4.887
H 2.506 2.837 2.679
H 4.086 2.033 0.124
H 2.889 1.651 -1.142
H 3.476 0.393 -0.031
H -3.788 2.078 1.491
H -5.557 3.822 1.754
H -4.910 6.203 1.930
H -2.519 6.832 1.881
H -0.781 5.081 1.579
C -2.394 -1.826 -3.031
N -2.572 -1.658 -1.598
C -3.747 -0.841 -1.319
C -2.705 -2.960 -0.951
C -2.570 -2.899 0.551
C -3.443 -3.655 1.329
C -3.266 -3.735 2.705
C -2.196 -3.064 3.279
C -1.360 -2.283 2.485
C -1.516 -2.148 1.095
H -3.238 -2.367 -3.490
H -1.475 -2.383 -3.226
H -2.308 -0.845 -3.504
H -4.663 -1.311 -1.715
H -3.625 0.140 -1.774
H -3.855 -0.716 -0.240
H -1.907 -3.599 -1.339
H -3.662 -3.436 -1.227
H -4.261 -4.195 0.859
H -3.949 -4.318 3.314
H -2.016 -3.144 4.346
H -0.534 -1.777 2.977
S 2.003 -0.234 -4.620
C 2.815 -1.581 -3.893
C 3.876 -2.332 -4.385
C 4.362 -3.366 -3.603
C 3.787 -3.651 -2.362
C 2.725 -2.911 -1.878
C 2.237 -1.851 -2.644
N 1.193 -1.007 -2.297
C 0.942 -0.121 -3.208
C -0.110 0.891 -3.118
C -0.355 1.727 -4.216
C -1.343 2.688 -4.149
C -2.083 2.797 -2.975
C -1.835 1.944 -1.909
C -0.835 0.954 -1.911
H 4.309 -2.111 -5.353
H 5.192 -3.963 -3.962
H 4.185 -4.464 -1.767
H 2.271 -3.118 -0.918
H 0.228 1.618 -5.126
H -1.544 3.336 -4.994
H -2.854 3.557 -2.895
H -2.452 2.066 -1.023
N 5.806 -2.766 2.577
C 4.890 -1.749 2.293
N 5.018 -0.546 2.735
N 3.871 -2.212 1.527
C 2.763 -1.693 1.165
N 1.713 -1.441 0.695
H 6.754 -2.469 2.721
H 5.701 -3.574 1.988
H 5.860 -0.443 3.290
H 3.289 1.264 2.484
```

Computed properties:
Kohn-Sham gap = 7.442 eV
multiplicity = 1
E_HOMO = -5.0 eV
charge = -1
relative energy (zero: lowest compared OMol25 entry of this formula, charge and spin) = 142.8 kJ/mol
lowest unoccupied orbital energy = 2.399 eV

---

C5H12O2 | ωB97M-V/def2-TZVPD

```
19
C5H12O2, DFT ωB97M-V/def2-TZVPD
C -0.272 -0.412 -0.157
C 0.930 0.052 -0.687
C 1.052 0.991 1.076
C -1.540 0.374 -0.281
C -0.321 -1.656 0.677
O 0.048 -1.265 -2.095
O 0.488 2.261 1.017
H 1.068 2.840 0.508
H -0.356 -0.742 -2.801
H 0.934 0.921 -1.332
H 1.807 -0.579 -0.668
H 2.143 0.999 1.106
H 0.674 0.484 1.960
H -1.862 0.752 0.693
H -0.885 -1.496 1.600
H -1.438 1.211 -0.970
H -2.325 -0.285 -0.654
H -0.820 -2.423 0.084
H 0.675 -2.026 0.923
```

Computed properties:
Kohn-Sham gap (alpha / beta) = 7.906 / 7.906 eV
multiplicity = 1
E_HOMO (alpha / beta) = -7.3 / -7.3 eV
charge = 0
relative energy (zero: lowest compared OMol25 entry of this formula, charge and spin) = 483.4 kJ/mol
lowest unoccupied orbital energy (alpha / beta) = 0.574 / 0.574 eV

---

Among the records above, which one has the highest charge?
C4H8MgO3Sc